12
Properties=species:S:1:pos:R:3:forces:R:3 method="wB97M-V/def2-TZVPD" total_charge=0 spin_multiplicity=1
C -0.68356 0.31432 -0.01533 -4.177 -0.495 2.450
C 1.46541 -1.25322 -0.57862 3.870 4.055 0.711
H -2.81420 0.71413 0.74916 2.014 -0.111 -0.180
H -1.28739 1.00893 1.66954 -1.718 0.270 -0.118
H -0.08597 -0.95431 -1.34304 -0.751 1.143 -0.774
H 0.79387 1.60298 0.60256 -1.455 -4.107 1.859
H 0.56265 -1.74894 -0.48452 -0.441 -2.316 1.207
H 2.35801 -1.65341 -1.17966 -1.607 0.802 0.863
N -1.79961 0.98311 0.77262 2.842 -0.812 -0.999
N -0.87384 -0.43408 -0.99955 -1.939 1.042 -0.381
N 0.50382 0.40978 0.84097 2.247 4.660 -5.135
N 1.56705 -0.00680 -0.10694 1.117 -4.130 0.498

***

13
Properties=species:S:1:pos:R:3:forces:R:3 method="wB97M-V/def2-TZVPD" total_charge=0 spin_multiplicity=1
C 0.82449 0.67828 -0.35431 -3.537 -2.029 0.361
C -1.40912 0.06811 0.02109 1.614 -4.509 0.360
H 2.16038 -1.46394 0.57339 0.692 2.197 -0.923
H 3.62289 -0.71108 -0.21135 -3.207 0.548 2.052
H 0.54406 1.66274 -0.73082 -1.165 -0.673 -0.035
H -3.10396 -0.91362 -0.05941 -2.478 0.266 0.503
H -1.75536 -1.96143 0.05683 -0.891 2.170 -0.798
H -1.33929 2.04202 0.37452 -1.602 -3.057 0.377
N 2.68066 -0.53291 0.38802 1.565 -1.380 -1.813
N 2.01100 0.55422 -0.21574 5.285 -1.488 0.979
N -2.16532 -1.01382 -0.22845 1.854 -3.794 -0.251
N -1.94694 1.09964 0.40134 1.342 6.345 0.001
O -0.08460 -0.48538 -0.05251 0.528 5.405 -0.811

***

14
Properties=species:S:1:pos:R:3:forces:R:3 method="wB97M-V/def2-TZVPD" total_charge=0 spin_multiplicity=1
C -0.06961 1.62414 -0.06799 -0.355 0.432 0.045
C -1.17809 0.83011 0.06075 0.012 0.383 0.270
N 1.02441 1.13169 -0.62058 0.414 -0.707 -0.442
N 0.02120 -1.24725 -0.03791 0.903 -1.372 -0.069
N -1.11490 -0.48957 -0.30498 0.000 0.119 -0.193
N 1.10888 -0.66912 0.43124 -0.088 1.185 0.599
O -2.25185 -1.25258 -0.09630 -0.185 -0.114 -0.211
O 2.20636 -1.35116 -0.07440 -0.603 -0.501 -0.360
H -0.11892 2.62755 0.35488 0.012 -0.100 0.074
H -2.11648 1.17133 0.46441 -0.034 -0.069 0.095
H 1.85855 1.68817 -0.44141 -0.204 0.131 0.098
H 0.16860 -1.96731 -0.75221 0.000 0.386 -0.034
H -2.51325 -1.23803 0.84193 0.470 0.182 -0.003
H 2.97508 -0.85796 0.24258 -0.343 0.045 0.132

***

14
Properties=species:S:1:pos:R:3:forces:R:3 method="wB97M-V/def2-TZVPD" total_charge=0 spin_multiplicity=1
C -0.22240 0.53047 -0.57227 -1.750 -0.129 -0.243
C 1.33867 -1.47004 1.40401 2.839 -1.393 -0.532
H -1.51097 0.79635 -2.16409 -0.956 1.332 1.240
H -1.42013 1.74258 0.43238 -1.623 0.821 1.183
H 0.55816 -0.90860 -1.62148 -0.812 0.788 -0.054
H 2.28901 0.22483 0.95119 -0.272 -0.793 -0.611
H 2.31297 -1.98819 1.58313 -0.411 0.494 -0.058
H 0.46634 -2.87725 2.18394 -0.481 0.888 -0.044
N -1.19986 1.49650 -0.48271 4.292 -1.779 -0.526
N -0.19611 -0.19326 -1.64014 1.590 -0.057 1.056
N 1.55256 -0.39081 0.54907 0.292 1.258 1.338
N 0.25543 -1.95731 1.75133 -1.227 -1.127 0.530
O -1.96348 1.55425 -1.58321 -1.019 -0.815 -2.060
O 0.42885 0.44098 0.63341 -0.463 0.510 -1.220

***

15
Properties=species:S:1:pos:R:3:forces:R:3 method="wB97M-V/def2-TZVPD" total_charge=0 spin_multiplicity=1
N -0.09448 -0.32899 -0.49379 1.585 0.453 0.884
C -1.29819 -0.12416 0.39133 0.421 -0.008 0.200
C 1.36534 -0.23319 0.10733 -0.741 -1.883 0.719
N -0.34435 -1.42278 -1.36224 -0.039 0.086 0.000
N -1.70365 1.13898 0.29143 0.073 0.003 -0.171
N 1.47511 0.67767 1.11677 -0.300 0.368 -0.016
O 0.38741 0.80850 -1.11793 -0.661 0.326 -1.369
O -1.67173 -1.03473 1.07659 -0.132 0.052 -0.235
O 2.10490 -1.14140 -0.15817 -0.059 0.763 -0.295
H -0.41983 -2.23583 -0.75062 -0.040 0.043 -0.073
H 0.50015 -1.53322 -1.92390 -0.053 0.124 0.211
H -1.18476 1.70606 -0.38164 -0.303 -0.111 0.129
H -2.54644 1.42793 0.75550 0.061 0.040 -0.024
H 1.03804 1.56807 0.91739 0.196 -0.171 0.134
H 2.39247 0.72709 1.53194 -0.008 -0.084 -0.093

***

13
Properties=species:S:1:pos:R:3:forces:R:3 method="wB97M-V/def2-TZVPD" total_charge=0 spin_multiplicity=1
C -1.01488 0.35310 -0.72103 1.346 -1.938 0.563
C 0.91975 0.11787 0.83025 -1.817 -3.969 0.511
N -1.81659 -1.61844 0.45848 0.815 1.344 -0.484
N -0.01874 -1.63804 -0.20126 -2.232 -2.234 -0.630
N 0.14891 -0.35868 -0.36380 1.010 1.264 1.073
N -2.12978 -0.49744 0.10387 0.472 -0.571 -0.129
S -3.55672 0.37606 0.09205 -0.582 -0.006 0.320
H -0.87737 1.32891 -0.33662 -0.735 1.161 -0.156
H -1.31360 0.18584 -1.74566 -0.209 0.372 -0.116
H 1.66194 -0.66707 1.00628 -0.482 -0.114 0.174
H 1.50427 0.89873 0.68825 2.042 4.220 -1.210
H 0.30548 0.23591 1.72654 -0.172 -0.046 -0.207
H -0.45498 -2.08792 -1.02897 0.543 0.518 0.291

***

13
Properties=species:S:1:pos:R:3:forces:R:3 method="wB97M-V/def2-TZVPD" total_charge=0 spin_multiplicity=1
C 0.84275 -0.09089 -0.25970 0.458 2.557 0.189
C -0.94010 1.39481 0.71678 -0.463 0.273 -0.264
H 1.46227 -1.38929 -1.75260 0.913 -1.548 -0.990
H 0.92632 -3.03697 -1.43874 0.277 3.196 1.407
H 1.87570 0.20979 -0.47168 0.121 -1.036 -0.407
H 1.04944 2.00388 0.12090 -3.800 -3.203 -0.914
H -1.32160 -0.67236 0.89402 0.330 0.440 -0.143
H -2.59759 0.50779 1.44390 3.830 -1.075 -0.321
N 1.28390 -2.07050 -1.02337 -0.214 -1.508 -1.033
N 0.34596 -1.23428 -0.35000 -0.989 -1.115 0.170
N 0.20162 1.15259 -0.06948 2.755 3.279 2.346
N -1.49684 0.26831 1.24606 -4.398 1.650 0.261
S -1.63183 2.95713 0.94392 1.181 -1.910 -0.300

***

13
Properties=species:S:1:pos:R:3:forces:R:3 method="wB97M-V/def2-TZVPD" total_charge=0 spin_multiplicity=1
C 0.44143 0.77135 -0.33509 -0.377 -0.114 0.887
C 0.10713 0.16500 -1.67143 2.020 0.580 0.735
N 0.70714 -1.47360 0.57420 0.172 -2.037 1.767
N -0.39712 0.98148 0.67045 -0.142 -0.405 -2.857
N -1.67228 0.70324 0.75791 -0.150 -0.651 -0.868
N 0.60468 -1.83849 1.64237 0.136 1.663 -3.555
S 0.38320 -2.11376 3.13555 -0.177 -0.625 2.037
H 1.45591 0.92407 -0.03371 0.469 0.355 -0.237
H 1.12349 -0.08878 -2.12017 -1.566 0.180 0.262
H -0.33992 0.98182 -2.20115 -0.409 0.250 -0.947
H -0.55054 -0.69106 -1.67824 -0.112 -0.322 0.184
H 0.02726 1.50724 1.39630 -0.055 0.310 1.246
H -1.89040 0.17150 -0.13697 0.191 0.815 1.343

***

In order of appearance, energy above the lowest of the compared OMol25 structures with the same formula, charge and spin = 474.4; 365.8; 708.8; 405.3; 225.3; 485.0; 268.5; 366.1 kJ/mol.
In order of appearance, DFT total energy = -8127.1763; -10176.2702; -12219.3059; -12222.4512; -14271.8117; -18962.0187; -18964.2622; -18963.2513 eV.